Below is a structure of composition C17H15KN3O5S, with properties calculated with ωB97M-V/def2-TZVPD.

The geometry in XYZ format:
```
42
Properties=species:S:1:pos:R:3:lowdin_charge:R:1
K -0.032 -0.579 2.224 0.750
O -0.972 -1.166 4.652 -0.280
N -1.330 -2.386 4.338 -0.283
C -2.650 -2.680 4.402 -0.052
C -3.149 -3.919 4.100 -0.093
C -2.250 -4.913 3.707 -0.106
C -0.916 -4.609 3.643 -0.123
C -0.396 -3.335 3.957 -0.767
S 1.268 -2.952 3.869 0.467
H -3.257 -1.842 4.708 0.124
H -4.214 -4.091 4.160 0.092
H -2.599 -5.904 3.448 0.095
H -0.188 -5.346 3.336 0.090
O -1.817 -1.141 -2.122 -0.027
C -1.460 -0.341 -1.245 -0.682
O -1.338 -0.542 -0.010 -0.167
C -1.034 1.057 -1.741 -0.135
C -1.135 1.359 -3.094 -0.043
C -0.693 2.574 -3.625 0.005
C -0.141 3.465 -2.737 -0.224
O 0.351 4.736 -2.975 0.011
C 1.063 5.041 -1.781 -0.168
O 0.504 4.269 -0.733 0.018
C -0.047 3.180 -1.389 -0.209
C -0.486 1.997 -0.858 0.057
H -1.562 0.597 -3.733 0.111
H -0.777 2.806 -4.678 0.110
H 0.950 6.099 -1.554 0.133
H 2.117 4.758 -1.913 0.133
H -0.393 1.780 0.195 0.116
C 1.787 -0.596 -2.816 0.002
N 2.154 -0.002 -1.543 -0.110
C 2.885 1.140 -1.326 -0.087
C 2.902 1.320 0.025 -0.156
N 2.188 0.325 0.650 0.021
C 1.766 -0.446 -0.330 -0.211
H 2.166 0.038 -3.615 0.090
H 0.703 -0.669 -2.901 0.074
H 2.229 -1.588 -2.908 0.091
H 3.304 1.708 -2.138 0.109
H 3.366 2.115 0.585 0.094
H 1.135 -1.317 -0.235 0.128
```

Values from the calculation:
E_tot = -59742.544 eV
net charge = -1
E_HOMO = -4.194 eV
2S+1 = 1
LUMO energy = 0.0920 Eh

Below is a cluster of 4 separate species, C26H42F10N5O9P2 in total, with properties calculated with ωB97M-V/def2-TZVPD.

The geometry in XYZ format:
```
94
Properties=species:S:1:pos:R:3:lowdin_charge:R:1
C 3.071 1.620 2.138 0.025
C 3.242 1.010 0.944 -0.157
C 2.155 0.318 0.155 -0.139
C 1.255 -0.588 0.984 -0.258
N 1.383 -2.091 0.848 -0.067
P 1.359 -2.726 -0.881 0.896
N 0.560 -4.192 -0.719 -0.129
O 2.861 -3.314 -1.094 -0.268
C 0.364 -2.488 1.660 -0.370
N 0.309 -3.716 2.143 -0.124
F -0.806 -4.025 2.856 0.030
P 1.452 -5.099 2.028 0.768
N 0.707 -6.414 1.728 -0.245
N -0.615 -1.542 1.920 0.184
C -0.262 -0.387 1.041 -0.374
C -0.564 0.968 1.646 -0.092
C -0.742 1.217 2.942 0.064
C -1.007 -0.470 -0.321 -0.113
C -2.055 -1.582 -0.489 -0.175
C -3.471 -1.166 -0.060 -0.071
C -3.763 -1.118 1.420 -0.496
O -4.049 -0.093 1.996 0.103
O -3.698 -2.314 2.021 -0.004
C -4.233 -2.347 3.357 -0.202
C -3.224 -2.021 4.446 -0.060
H 3.455 2.614 2.338 0.068
H 2.562 1.115 2.957 0.054
H 4.232 1.064 0.495 0.104
H 1.583 1.094 -0.356 0.122
H 2.647 -0.282 -0.619 0.089
H 1.532 -0.441 2.033 0.132
H -0.436 -4.109 -0.891 0.056
H 0.956 -4.924 -1.303 0.067
H 3.531 -2.638 -0.927 0.065
H 2.335 -4.611 1.073 -0.010
H 2.117 -4.986 3.260 0.018
H 0.837 -7.080 2.484 -0.009
H -0.576 -1.305 2.911 0.133
H -0.609 1.799 0.950 0.118
H -0.517 0.480 3.710 0.067
H -1.105 2.171 3.304 0.075
H -0.268 -0.575 -1.118 0.080
H -1.525 0.470 -0.513 0.116
H -2.118 -1.794 -1.560 0.121
H -1.764 -2.530 -0.028 0.089
H -3.628 -0.149 -0.421 0.122
H -4.201 -1.805 -0.560 0.134
H -5.099 -1.693 3.446 0.125
H -4.590 -3.367 3.495 0.125
H -3.516 -2.538 5.361 0.084
H -3.157 -0.950 4.640 0.076
H -2.230 -2.386 4.189 0.046
C 3.350 -6.315 -3.625 -0.058
C 3.228 -5.266 -4.707 -0.196
O 2.512 -5.777 -5.847 0.043
C 1.193 -5.758 -5.731 -0.396
O 0.563 -5.366 -4.790 0.147
C 0.538 -6.283 -7.028 -0.553
F 1.155 -7.380 -7.467 0.177
F 0.616 -5.342 -7.976 0.174
F -0.740 -6.568 -6.814 0.179
H 3.825 -7.216 -4.011 0.088
H 3.944 -5.929 -2.797 0.077
H 2.364 -6.593 -3.250 0.072
H 4.207 -4.972 -5.080 0.129
H 2.728 -4.369 -4.342 0.115
C -3.752 3.641 0.566 -0.056
C -4.245 4.641 1.585 -0.182
O -3.153 5.209 2.348 0.032
C -2.506 6.211 1.770 -0.402
O -2.715 6.679 0.691 0.174
C -1.429 6.768 2.729 -0.545
F -0.729 5.786 3.312 0.159
F -2.006 7.495 3.688 0.180
F -0.581 7.551 2.061 0.161
H -3.164 2.863 1.052 0.060
H -4.598 3.172 0.065 0.087
H -3.126 4.125 -0.185 0.080
H -4.882 4.159 2.323 0.128
H -4.815 5.442 1.118 0.128
C 1.546 8.363 -1.427 -0.050
C 1.759 7.217 -0.466 -0.184
O 1.832 5.948 -1.154 0.030
C 2.991 5.626 -1.701 -0.410
O 3.999 6.264 -1.727 0.183
C 2.872 4.201 -2.282 -0.540
F 1.720 4.024 -2.936 0.166
F 2.907 3.321 -1.257 0.140
F 3.868 3.913 -3.106 0.183
H 0.663 8.186 -2.041 0.086
H 1.410 9.291 -0.874 0.087
H 2.400 8.480 -2.095 0.080
H 0.915 7.116 0.210 0.105
H 2.656 7.356 0.137 0.130
```

Values from the calculation:
E_tot = -99264.758 eV
net charge = +1
E_HOMO = -11.611 eV
2S+1 = 1
LUMO energy = -0.1167 Eh